Here is the ion C2H6ClN2 with charge +1 at a distorted geometry from the OMol25 dataset. Energies are from ωB97M-V/def2-TZVPD.

```
! RIJCOSX wB97M-V def2-TZVPD def2/J DEFGRID3
* xyz 1 1
C 1.37776 0.45095 0.88133
N 0.40998 -0.35020 0.73244
C -0.42385 -0.52686 -0.38981
N -0.52201 0.51215 -1.30424
Cl -2.34051 -0.72248 0.44934
H 1.81144 1.21535 0.19782
H 1.93673 0.37346 1.75413
H 0.06891 -1.03453 1.44743
H -0.38915 -1.51075 -1.01904
H -1.14827 0.21939 -2.03382
H -0.78105 1.37351 -0.71558
*
```

Structure (SMILES) ... C=[NH+][C@H](N)Cl
E_LUMO ... -6.209 eV
DFT total energy ... -17665.18166 eV
E_HOMO ... -14.7 eV
Largest force on an atom ... 5.2 eV Å⁻¹
Molecular weight ... 93.537 Da
Energy relative to the best compared isomer or geometry (same formula, charge and spin) ... 234.24 kJ/mol

The net atomic charges from Löwdin, expressed in e, are: 0.2225 0.0342 -0.5500 0.0504 0.3608 0.1601 0.1088 0.1851 0.1783 0.1029 0.1469